This record from the Open Molecules 2025 dataset describes 6 unconnected molecules or ions with the total composition H12O6. The level of theory is ωB97M-V/def2-TZVPD.

The structure (SMILES) is O.O.O.O.O.O. For the highest occupied orbital energy, the calculation gives -10.694 eV. For the HOMO-LUMO gap, the calculation gives 10.54 eV. As for the LUMO energy: -0.155 eV.

The geometry in ORCA input format:
```
! wB97M-V def2-TZVPD RIJCOSX def2/J DEFGRID3
* xyz 0 1
O 5.44017 -2.92835 -16.29286
H 5.33850 -3.88674 -16.33338
H 6.31148 -2.78580 -15.90571
O 1.80066 -3.40344 -16.43034
H 2.43251 -4.14735 -16.33257
H 1.54057 -3.42466 -17.35332
O -0.00299 -1.97580 -14.72350
H 0.69073 -2.42031 -15.25106
H 0.00890 -2.42621 -13.87411
O 2.37163 -4.64424 -20.04301
H 1.96536 -5.48412 -20.28776
H 1.78228 -4.27343 -19.38090
O 3.58238 -5.63101 -16.61934
H 3.16387 -6.39660 -17.03326
H 3.84854 -5.93976 -15.74173
O 0.52138 0.18738 -16.79879
H 1.09074 0.28150 -17.57077
H 0.73137 -0.68311 -16.43602
*
```